[1]
{
  "formula": "C34H44BN6RhS3",
  "method": "wB97M-V/def2-TZVPD",
  "homo_energy_ev": -5.970,
  "gap_ev": 6.006,
  "multiplicity": 1,
  "elements": ["Rh", "C", "C", "C", "C", "N", "N", "B", "N", "N", "C", "C", "C", "C", "C", "S", "C", "C", "C", "C", "N", "N", "C", "C", "C", "C", "C", "S", "C", "C", "C", "C", "C", "S", "C", "C", "C", "C", "H", "H", "H", "H", "H", "H", "H", "H", "H", "H", "H", "H", "H", "H", "H", "H", "H", "H", "H", "H", "H", "H", "H", "H", "H", "H", "H", "H", "H", "H", "H", "H", "H", "H", "H", "H", "H", "H", "H", "C", "C", "C", "C", "C", "C", "C", "H", "H", "H", "H", "H"],
  "positions_angstrom": [[1.643, -2.742, 0.198], [1.766, -0.743, -4.602], [1.442, -0.077, -3.303], [1.466, 1.264, -3.150], [1.219, 1.845, -1.883], [0.909, 1.104, -0.861], [0.862, -0.209, -1.010], [0.391, -1.091, 0.198], [-1.083, -1.576, -0.137], [-1.886, -0.611, -0.602], [-3.103, -0.904, -0.944], [-3.588, -2.233, -0.813], [-2.799, -3.203, -0.313], [-3.267, -4.612, -0.158], [-1.455, -2.849, 0.058], [-0.326, -3.948, 0.680], [-3.953, 0.261, -1.461], [-3.178, 1.003, -2.557], [-5.289, -0.220, -2.028], [-4.212, 1.209, -0.284], [0.420, -0.378, 1.592], [-0.304, 0.761, 1.693], [-0.364, 1.361, 2.835], [0.271, 0.820, 3.993], [1.005, -0.296, 3.910], [1.716, -0.871, 5.092], [1.115, -0.920, 2.612], [2.123, -2.251, 2.404], [-1.108, 2.684, 2.938], [-2.273, 2.535, 3.928], [-1.645, 3.126, 1.582], [-0.127, 3.757, 3.450], [1.159, -0.858, -2.141], [1.251, -2.561, -2.132], [1.205, 3.357, -1.648], [-0.265, 3.813, -1.721], [1.792, 3.683, -0.269], [2.017, 4.096, -2.715], [2.005, -0.001, -5.364], [2.616, -1.415, -4.470], [0.930, -1.356, -4.945], [1.708, 1.887, -4.002], [-4.593, -2.482, -1.128], [-4.269, -4.733, -0.567], [-2.580, -5.296, -0.660], [-3.272, -4.897, 0.895], [-3.019, 0.358, -3.426], [-3.741, 1.883, -2.879], [-2.204, 1.325, -2.187], [-5.150, -0.913, -2.863], [-5.903, -0.708, -1.267], [-5.851, 0.640, -2.399], [-3.263, 1.484, 0.177], [-4.716, 2.117, -0.627], [-4.838, 0.732, 0.474], [0.168, 1.319, 4.950], [1.511, -0.280, 5.984], [1.410, -1.905, 5.259], [2.793, -0.891, 4.912], [-2.964, 1.754, 3.599], [-1.928, 2.284, 4.934], [-2.826, 3.476, 3.991], [-2.331, 2.389, 1.163], [-2.181, 4.071, 1.700], [-0.832, 3.269, 0.866], [0.170, 3.582, 4.487], [0.777, 3.784, 2.835], [-0.602, 4.740, 3.401], [-0.900, 3.174, -1.104], [-0.364, 4.844, -1.371], [-0.633, 3.764, -2.750], [1.402, 3.009, 0.495], [2.879, 3.585, -0.283], [1.544, 4.711, 0.005], [1.555, 4.037, -3.704], [2.080, 5.154, -2.449], [3.036, 3.705, -2.783], [3.435, -2.234, -0.336], [4.165, -3.473, -0.257], [5.154, -3.604, 0.745], [5.853, -4.788, 0.897], [5.645, -5.863, 0.039], [4.705, -5.735, -0.971], [3.960, -4.573, -1.118], [5.342, -2.764, 1.403], [6.590, -4.867, 1.688], [6.211, -6.778, 0.154], [4.534, -6.559, -1.655], [3.232, -4.489, -1.913]],
  "mulliken_charge": [-0.740, -1.866, 0.671, -0.623, -0.318, -0.656, 0.445, 1.467, 0.063, -0.032, -0.260, -0.349, 0.546, -1.948, 0.496, -0.479, 2.313, -1.553, -2.373, -0.816, 0.241, 0.085, 0.371, -0.975, 0.419, -1.861, 0.566, -0.382, 2.423, -1.890, -0.484, -1.792, 1.023, -0.616, 2.624, -1.163, -1.435, -2.226, 0.397, 0.378, 0.361, 0.339, 0.451, 0.356, 0.387, 0.349, 0.419, 0.446, 0.115, 0.449, 0.455, 0.425, -0.620, 0.423, 0.441, 0.274, 0.387, 0.365, 0.376, 0.360, 0.343, 0.484, -0.635, 0.680, -0.261, 0.376, 0.280, 0.479, -0.179, 0.447, 0.384, -0.007, 0.470, 0.405, 0.404, 0.432, 0.455, -1.201, 0.934, -0.564, -0.474, -0.492, -0.666, -0.180, 0.438, 0.370, 0.377, 0.377, 0.278]
}

---

[2]
{
  "formula": "C34H44BaBr4NO6P",
  "method": "wB97M-V/def2-TZVPD",
  "homo_energy_ev": -1.856,
  "charge": -2,
  "gap_ev": 5.824,
  "multiplicity": 1,
  "elements": ["Ba", "C", "O", "C", "C", "O", "C", "H", "H", "H", "H", "H", "H", "H", "H", "H", "H", "C", "C", "C", "P", "C", "C", "C", "C", "C", "C", "C", "C", "C", "C", "N", "C", "C", "C", "C", "C", "C", "C", "C", "C", "H", "H", "H", "H", "H", "H", "H", "H", "H", "H", "H", "H", "H", "H", "H", "H", "H", "H", "H", "H", "H", "H", "H", "H", "H", "H", "H", "H", "H", "H", "H", "Br", "C", "C", "Br", "C", "Br", "C", "O", "C", "O", "C", "Br", "C", "O", "C", "O", "H", "H", "H"],
  "positions_angstrom": [[-0.755, -0.519, -1.194], [3.635, -0.676, -2.237], [3.076, 0.654, -2.156], [2.150, 0.875, -3.261], [1.371, 2.188, -3.060], [0.312, 1.993, -2.186], [-0.677, 2.945, -2.267], [3.971, -0.947, -3.237], [2.883, -1.380, -1.905], [4.500, -0.691, -1.520], [1.427, 0.023, -3.416], [2.818, 1.161, -4.097], [0.989, 2.558, -4.002], [2.006, 3.029, -2.680], [-0.320, 3.991, -2.183], [-1.307, 2.714, -1.399], [-1.276, 2.823, -3.197], [-3.238, 4.302, 1.938], [-2.917, 2.974, 1.292], [-3.770, 1.834, 1.768], [-1.159, 2.230, 1.306], [0.001, 3.658, 1.149], [0.177, 4.589, 2.377], [1.442, 3.318, 0.647], [-0.779, 1.347, 2.895], [-0.910, 1.948, 4.140], [-0.783, 1.273, 5.363], [-0.947, 1.940, 6.749], [-0.459, -0.100, 5.262], [-0.236, -0.705, 4.082], [-0.281, -0.001, 2.806], [0.147, -0.554, 1.664], [0.781, -1.847, 1.465], [2.137, -1.879, 1.105], [2.939, -0.603, 1.032], [2.759, -3.097, 0.783], [2.099, -4.340, 0.820], [2.840, -5.619, 0.511], [0.779, -4.283, 1.202], [0.094, -3.058, 1.436], [-1.360, -3.107, 1.834], [-4.176, 4.599, 1.447], [-2.420, 5.119, 1.764], [-3.327, 4.155, 2.996], [-3.099, 3.020, 0.201], [-3.662, 1.767, 2.901], [-3.592, 0.926, 1.277], [-4.819, 2.145, 1.739], [-0.516, 4.313, 0.419], [0.762, 4.021, 3.107], [-0.786, 4.702, 2.851], [0.587, 5.612, 2.250], [1.933, 2.658, 1.416], [2.036, 4.254, 0.664], [1.486, 2.793, -0.296], [-1.179, 2.998, 4.235], [-0.162, 1.816, 7.404], [-1.820, 1.526, 7.224], [-1.005, 3.038, 6.614], [-0.394, -0.598, 6.232], [0.045, -1.752, 4.015], [2.648, -0.078, 0.114], [3.958, -0.887, 0.887], [2.731, -0.035, 1.914], [3.858, -3.044, 0.529], [2.687, -5.736, -0.576], [2.355, -6.479, 0.956], [3.906, -5.541, 0.736], [0.228, -5.198, 1.280], [-1.738, -4.130, 1.940], [-2.027, -2.790, 1.030], [-1.650, -2.509, 2.720], [0.367, -2.798, -8.486], [0.505, -2.556, -6.649], [1.424, -3.335, -6.000], [2.274, -4.827, -6.734], [1.625, -3.156, -4.607], [2.694, -4.429, -3.645], [0.886, -2.238, -3.842], [0.935, -2.195, -2.564], [-0.090, -1.421, -4.544], [-0.770, -0.585, -3.754], [-0.208, -1.523, -5.965], [-1.442, -0.425, -6.842], [-3.486, -2.330, -2.775], [-4.547, -1.675, -1.942], [-4.332, -0.520, -1.095], [-3.159, -0.158, -1.141], [-4.014, -3.079, -3.406], [-2.682, -2.798, -2.166], [-2.991, -1.595, -3.460]],
  "mulliken_charge": [1.156, -0.395, -0.434, -0.080, -1.293, 0.532, -0.547, 0.438, -0.016, 0.202, 0.156, 0.394, 0.539, 0.346, 0.267, -0.074, 0.284, -1.524, 0.932, -1.823, 0.625, 0.767, -1.849, -1.083, -0.035, 0.222, 0.465, -1.671, -0.989, -0.627, -0.566, 1.063, -2.131, 1.241, -1.550, -0.701, 0.688, -1.556, -1.022, 2.230, -1.226, 0.514, 0.223, 0.268, 0.339, 0.286, 0.306, 0.460, 0.388, 0.442, 0.339, 0.337, 0.230, 0.440, -0.124, 0.062, 0.425, 0.320, 0.348, 0.318, 0.358, 0.062, 0.445, 0.397, 0.036, 0.203, 0.406, 0.352, 0.351, 0.396, 0.195, 0.211, -0.252, 0.474, 0.055, -0.241, -0.301, -0.210, -0.263, 0.073, -0.053, -0.653, -0.372, -0.188, -0.198, -0.293, -1.515, 0.728, 0.287, 0.037, 0.202]
}

---

Energy relative to the best compared isomer or geometry (same formula, charge and spin) per entry: 0.0000; 1.6836 eV